(1)
DFT (ωB97M-V with the def2-TZVPD basis set) results for a single C5H10O2 molecule at a distorted geometry.

Each line ends with the natural charge from an NBO analysis.
CARTESIAN COORDINATES (ANGSTROEM)
O -1.645842 -1.194871 1.749879  -0.707
C -0.259914 -1.069459 1.519275  -0.058
C 0.118278 -0.180489 0.228479  0.253
C 1.289078 0.680750 0.574390  -0.465
C 1.413025 0.090558 -0.778192  -0.470
C -1.148110 0.733448 -1.564035  -0.243
O -1.118079 0.031708 -0.360746  -0.528
H -2.090003 -1.346291 0.912255  0.480
H 0.223714 -2.052572 1.534155  0.163
H 0.088364 -0.513524 2.403460  0.175
H -0.917470 1.783589 -1.363613  0.165
H 1.850513 0.108426 1.308039  0.213
H 1.289322 1.749194 0.734422  0.219
H 2.097477 -0.675126 -1.116905  0.214
H 1.392755 0.895283 -1.537517  0.217
H -0.424993 0.336403 -2.287782  0.179
H -2.158117 0.622974 -1.955565  0.192

Atoms 1-2, force components in eV/Å:
0.227 -0.153 -0.146
0.561 -0.139 -0.288

Its SMILES is COC1(CO)CC1. As for the energy relative to the best compared isomer or geometry (same formula, charge and spin): 102.1 kcal per mole. The net charge is 0.



(2)
DFT (ωB97M-V with the def2-TZVPD basis set) results for a molecular structure, C5H10O2.

Each line ends with the natural charge from an NBO analysis.
CARTESIAN COORDINATES (ANGSTROEM)
O -0.379336 1.784575 0.950582  -0.735
C -1.404516 0.876179 0.637107  -0.067
C -1.164666 -0.128888 -0.526278  -0.428
C 0.222717 -0.780482 -0.669985  -0.259
C 1.355005 0.241435 -0.846143  -0.066
O 1.644441 0.186153 0.568889  -0.553
C 0.978555 -1.095656 0.627116  -0.074
H 0.386662 1.267804 1.255493  0.485
H -2.254970 1.505890 0.356638  0.183
H -1.700686 0.330744 1.546979  0.149
H -1.366307 0.367537 -1.485226  0.204
H -1.923126 -0.921104 -0.430810  0.212
H 0.185050 -1.581563 -1.414990  0.210
H 1.052856 1.225254 -1.219131  0.199
H 2.235454 -0.122077 -1.392648  0.177
H 1.714252 -1.897657 0.486449  0.178
H 0.418617 -1.258142 1.555958  0.185

Atoms 1-2, force components in eV/Å:
0.071 0.067 0.016
-0.394 -0.195 -0.013

As for the energy relative to the best compared isomer or geometry (same formula, charge and spin): 57.8 kcal per mole. The net charge is 0.



(3)
DFT (ωB97M-V with the def2-TZVPD basis set) results for a single C5H10O2 molecule.

Each line ends with the natural charge from an NBO analysis.
CARTESIAN COORDINATES (ANGSTROEM)
O -2.610676 -0.115792 1.750449  -0.686
C -1.429355 -0.092882 1.058654  0.133
C -1.377359 -0.582662 -0.179714  -0.299
C -0.297505 -0.414523 -1.223944  -0.464
C 1.137293 -0.836496 -0.904328  -0.054
O 1.629758 -0.328257 0.313963  -0.536
C 1.567683 1.070349 0.413148  -0.260
H -2.523246 0.431910 2.536175  0.478
H 0.531186 1.434998 0.463588  0.163
H -0.583733 0.313992 1.606129  0.171
H -2.307391 -1.031080 -0.520403  0.211
H -0.597249 -0.965030 -2.122791  0.223
H -0.277322 0.640385 -1.530444  0.208
H 1.777901 -0.508850 -1.744353  0.160
H 1.223399 -1.924874 -0.830108  0.191
H 2.063162 1.573248 -0.430319  0.167
H 2.073454 1.335565 1.344299  0.195

Atoms 1-2, force components in eV/Å:
-0.058 -0.083 0.243
0.248 -0.161 -0.386

Its SMILES is COCC/C=C/O. As for the energy relative to the best compared isomer or geometry (same formula, charge and spin): 58.3 kcal per mole. The net charge is 0.



(4)
DFT (ωB97M-V with the def2-TZVPD basis set) results for 2 unconnected molecules or ions with the total composition C5H10O2 at a distorted geometry.

Each line ends with the natural charge from an NBO analysis.
CARTESIAN COORDINATES (ANGSTROEM)
C -0.418715 -0.593594 -0.758859  0.069
C -0.062492 0.769488 -0.346397  0.227
C 0.906794 1.072169 0.733192  -0.714
C -1.587482 -0.429235 0.401097  -0.246
C -1.523830 -1.269595 1.427318  -0.316
O 0.506313 -1.502565 -0.636150  -0.817
O 1.705774 0.416615 -1.940952  -0.963
H 1.526297 -0.494483 -1.541768  0.508
H 2.606555 0.642487 -1.685751  0.467
H -1.010709 -0.579024 -1.698221  0.180
H -0.574568 1.605389 -0.819024  0.206
H -2.468834 0.168921 0.199023  0.215
H 0.371916 1.510844 1.580942  0.242
H 1.425318 0.169327 1.048288  0.255
H 1.618259 1.825333 0.392244  0.251
H -2.350066 -1.383020 2.118065  0.205
H -0.670524 -1.929057 1.526953  0.230

Atoms 1-2, force components in eV/Å:
0.927 0.831 -0.288
-0.309 -0.771 -0.052

As for the energy relative to the best compared isomer or geometry (same formula, charge and spin): 109.4 kcal per mole. The net charge is 0.